No. 1
C15H40ClO19S5 | wB97M-V/def2-TZVPD

Last column: Mulliken charge in e.
Atoms and positions in Å:
Cl (0.770, -1.634, -1.880)  1.628
O (1.339, -0.648, -0.968)  -0.598
O (-0.549, -1.978, -1.540)  -0.559
O (0.718, -1.046, -3.214)  -0.692
O (1.573, -2.825, -1.841)  -0.770
O (-5.700, -2.393, -3.938)  -0.619
S (-4.475, -2.068, -3.302)  1.071
O (-3.300, -1.764, -4.156)  -0.552
O (-4.686, -0.785, -2.238)  -0.245
C (-6.007, -0.551, -1.805)  -0.271
C (-5.868, 0.327, -0.457)  -1.139
C (-4.006, -3.263, -1.976)  -0.787
H (-6.501, -1.458, -1.459)  0.309
H (-6.629, -0.248, -2.647)  0.374
H (-5.296, 1.255, -0.495)  0.328
H (-5.276, -0.117, 0.343)  0.249
H (-6.894, 0.467, -0.116)  0.352
H (-3.535, -4.085, -2.514)  0.389
H (-4.983, -3.476, -1.542)  0.425
H (-3.322, -2.869, -1.225)  0.128
O (1.150, -6.883, 0.164)  -0.663
S (0.169, -6.112, 1.000)  1.130
O (-0.623, -6.842, 1.976)  -0.618
O (1.004, -4.929, 1.765)  -0.265
C (2.206, -4.508, 1.178)  0.118
C (2.818, -3.641, 2.369)  -1.256
C (-0.967, -5.061, -0.048)  -0.888
H (2.097, -3.836, 0.328)  -0.014
H (2.754, -5.427, 0.967)  0.448
H (2.154, -3.098, 3.041)  0.277
H (3.391, -2.794, 1.993)  0.412
H (3.547, -4.180, 2.974)  0.326
H (-1.723, -5.720, -0.474)  0.491
H (-0.370, -4.655, -0.865)  0.321
H (-1.535, -4.403, 0.609)  0.206
O (1.006, 1.222, -5.559)  -0.504
S (1.893, 2.145, -4.935)  1.109
O (2.746, 3.031, -5.804)  -0.663
O (0.967, 3.163, -3.975)  -0.298
C (1.448, 4.376, -3.513)  0.114
C (0.461, 5.426, -3.600)  -1.300
C (3.024, 1.386, -3.653)  -0.713
H (2.431, 4.666, -3.884)  0.380
H (1.681, 4.169, -2.468)  0.036
H (-0.225, 5.462, -2.754)  0.283
H (-0.002, 5.626, -4.567)  0.358
H (1.051, 6.342, -3.574)  0.373
H (3.282, 0.400, -4.039)  0.428
H (2.353, 1.070, -2.854)  0.055
H (3.908, 2.013, -3.536)  0.347
O (0.526, 3.154, 2.291)  -0.520
S (1.727, 3.541, 1.558)  1.172
O (1.881, 4.805, 0.807)  -0.671
O (2.987, 3.459, 2.601)  -0.279
C (4.241, 3.968, 2.099)  0.042
C (5.368, 3.363, 2.869)  -1.411
C (2.158, 2.160, 0.411)  -1.008
H (4.379, 5.045, 2.189)  0.249
H (4.460, 3.628, 1.086)  0.245
H (5.243, 3.579, 3.930)  0.322
H (6.356, 3.604, 2.477)  0.382
H (5.369, 2.273, 2.862)  0.360
H (1.472, 2.186, -0.436)  0.313
H (2.117, 1.278, 1.050)  0.395
H (3.173, 2.251, 0.025)  0.397
O (-0.964, -2.309, 2.261)  -0.420
S (-1.780, -1.123, 2.637)  0.971
O (-3.299, -1.141, 2.767)  -0.678
O (-1.145, -0.440, 3.923)  -0.233
C (-1.888, 0.388, 4.725)  -0.250
C (-0.794, 1.177, 5.440)  -1.081
C (-1.233, 0.109, 1.390)  -0.795
H (-2.502, -0.077, 5.496)  0.292
H (-2.551, 1.008, 4.121)  0.364
H (-0.117, 1.467, 4.637)  0.209
H (-0.315, 0.460, 6.108)  0.305
H (-1.199, 2.021, 5.999)  0.366
H (-1.519, -0.163, 0.374)  0.397
H (-0.157, -0.052, 1.334)  0.141
H (-1.465, 1.135, 1.678)  0.372

Output
Charge: -1
Maximum force, eV/A: 5.19
Electronic energy, hartree: -4475.86004
HOMO-LUMO gap, eV: 8.9
Energy relative to the best compared isomer or geometry (same formula, charge and spin), kcal/mol: 93.76

---

No. 2
C15H40F16N8O16P2S4 | wB97M-V/def2-TZVPD

Last column: Mulliken charge in e.
Atoms and positions in Å:
C (3.739, -3.045, 2.933)  -0.429
C (3.624, -1.659, 3.593)  0.055
O (2.580, -1.228, 3.919)  -0.659
N (4.930, -1.051, 4.124)  -0.178
H (5.821, -1.319, 3.731)  0.374
H (4.963, -0.069, 3.890)  0.348
C (5.061, -1.192, 5.638)  -0.931
H (2.841, -3.633, 3.120)  -0.040
H (4.508, -3.690, 3.359)  0.416
H (3.887, -3.014, 1.853)  0.158
H (4.956, -2.246, 5.892)  0.290
H (4.264, -0.590, 6.074)  0.299
H (6.026, -0.770, 5.916)  0.438
C (-2.887, -5.903, -2.133)  -1.451
C (-2.100, -5.363, -1.012)  0.746
O (-1.440, -5.914, -0.178)  -0.277
N (-2.132, -3.773, -0.881)  0.739
H (-1.260, -3.274, -0.988)  -0.164
H (-2.625, -3.537, -1.730)  0.431
C (-2.816, -3.378, 0.457)  -0.241
H (-2.894, -5.442, -3.121)  0.375
H (-3.902, -6.244, -1.930)  0.346
H (-2.536, -6.914, -2.344)  0.420
H (-3.874, -3.281, 0.213)  0.327
H (-2.511, -2.378, 0.764)  -0.229
H (-2.715, -4.177, 1.192)  0.266
C (0.432, 1.760, -0.756)  0.548
C (0.821, 0.828, 0.288)  0.826
O (1.804, 1.090, 0.951)  -0.584
N (-0.106, -0.415, 0.453)  2.050
H (-1.048, -0.193, 0.161)  -0.163
H (0.203, -1.128, -0.193)  -0.866
C (0.014, -1.049, 1.844)  -0.534
H (0.428, 1.208, -1.696)  -0.046
H (1.166, 2.540, -0.957)  -0.499
H (-0.578, 2.074, -0.493)  0.065
H (-0.853, -1.709, 1.858)  0.083
H (-0.310, -0.396, 2.655)  0.388
H (1.008, -1.412, 2.106)  0.215
C (2.061, 5.666, 0.360)  -0.341
C (1.013, 6.170, -0.496)  0.272
O (0.907, 5.852, -1.664)  -0.441
N (0.027, 7.248, 0.061)  -0.156
H (-0.245, 7.084, 1.020)  0.444
H (0.613, 8.070, 0.086)  0.380
C (-1.273, 7.558, -0.729)  -0.720
H (1.879, 4.612, 0.150)  -0.106
H (1.840, 5.740, 1.425)  0.353
H (3.076, 6.026, 0.195)  0.360
H (-1.772, 6.602, -0.891)  0.263
H (-1.090, 7.985, -1.714)  0.311
H (-1.757, 8.225, -0.015)  0.374
C (-1.487, 0.956, -5.660)  -1.232
C (-1.659, 1.664, -4.293)  0.680
O (-0.788, 2.379, -3.891)  -0.324
N (-2.959, 1.572, -3.431)  0.449
H (-3.544, 0.872, -3.864)  0.447
H (-2.776, 1.095, -2.560)  -0.262
C (-3.704, 2.961, -3.396)  -0.778
H (-0.753, 1.518, -6.238)  0.341
H (-2.421, 0.842, -6.210)  0.409
H (-1.144, -0.074, -5.567)  0.284
H (-4.709, 2.918, -2.975)  0.320
H (-3.804, 3.400, -4.389)  0.357
H (-3.009, 3.558, -2.805)  0.331
P (-1.386, 3.544, 2.223)  1.298
F (-2.361, 4.849, 2.173)  -0.433
F (-0.385, 4.335, 3.158)  -0.409
F (-2.108, 3.023, 3.580)  -0.379
F (-0.269, 2.343, 2.273)  -0.372
F (-2.367, 2.706, 1.285)  -0.352
F (-0.753, 4.226, 0.927)  -0.381
P (3.662, 3.099, -3.387)  1.200
F (2.066, 3.407, -3.143)  -0.340
F (3.271, 1.657, -2.932)  -0.329
F (3.550, 2.699, -5.016)  -0.410
F (5.284, 2.711, -3.346)  -0.418
F (3.990, 4.581, -3.715)  -0.388
F (3.833, 3.263, -1.804)  -0.362
N (-0.521, -6.139, 4.713)  -0.453
S (-1.969, -6.397, 4.573)  1.006
O (-2.427, -7.301, 3.491)  -0.601
O (-2.704, -5.131, 4.859)  -0.671
F (-2.244, -7.157, 5.914)  -0.268
S (-0.182, -5.619, 3.166)  1.064
O (-0.900, -4.416, 2.737)  -0.272
O (-0.109, -6.736, 2.230)  -0.573
F (1.305, -5.243, 3.563)  -0.260
N (0.131, -2.420, -1.374)  -0.480
S (0.545, -2.036, -2.791)  0.788
O (-0.028, -2.813, -3.887)  -0.706
O (1.732, -1.207, -3.049)  -0.536
F (-0.516, -0.836, -2.709)  -0.238
S (1.616, -3.305, -1.088)  0.792
O (2.570, -2.637, -0.194)  -0.523
O (2.098, -4.361, -2.015)  -0.613
F (1.050, -4.232, 0.046)  -0.226
N (-3.660, 0.205, -0.433)  0.934
O (-4.286, 1.133, -0.902)  -0.696
O (-3.942, -0.183, 0.703)  -0.645
O (-2.593, -0.225, -0.912)  -0.671

Output
Charge: -1
Maximum force, eV/A: 9.10
Multiplicity: 2
Electronic energy, hartree: -6110.72758
HOMO-LUMO gap (alpha / beta), eV: 2.4 / 6.8

---

No. 3
C15H40NbO4S | wB97M-V/def2-TZVPD

Last column: Mulliken charge in e.
Atoms and positions in Å:
C (1.743, -4.615, 0.354)  -1.367
C (0.890, -3.753, -0.584)  -0.153
C (1.302, -2.264, -0.543)  0.076
C (1.502, -1.643, -1.924)  -0.467
C (2.589, -0.555, -2.065)  -0.972
C (2.781, 0.412, -0.897)  -0.778
C (1.772, 1.570, -0.890)  -0.530
C (0.502, 1.264, -0.083)  -0.009
C (-0.754, 1.592, -0.865)  -0.076
C (-2.025, 1.425, -0.024)  -1.571
Nb (-2.759, -0.680, 0.015)  -0.794
S (-3.808, -3.043, 0.030)  0.855
C (-4.726, -3.394, -1.477)  -0.914
O (-4.805, -3.166, 1.104)  -0.678
O (-2.750, -4.055, 0.157)  -0.603
H (1.167, -5.467, 0.706)  0.402
H (2.617, -5.006, -0.157)  0.289
H (2.037, -4.052, 1.229)  0.354
H (-0.130, -3.835, -0.232)  0.029
H (0.947, -4.135, -1.597)  0.409
H (0.487, -1.743, -0.054)  -0.496
H (2.179, -2.164, 0.087)  0.438
H (0.550, -1.290, -2.305)  0.190
H (1.790, -2.458, -2.586)  0.577
H (2.297, 0.063, -2.910)  0.337
H (3.531, -1.006, -2.357)  0.340
H (3.770, 0.855, -1.012)  0.377
H (2.790, -0.076, 0.071)  0.348
H (2.290, 2.437, -0.508)  0.144
H (1.518, 1.797, -1.924)  0.367
H (0.498, 0.223, 0.221)  -0.097
H (0.517, 1.849, 0.831)  0.445
H (-0.672, 2.630, -1.193)  0.167
H (-0.756, 0.962, -1.751)  0.287
H (-1.871, 1.756, 1.002)  0.377
H (-2.795, 2.083, -0.424)  0.500
H (-3.838, -0.392, -1.449)  -0.034
H (-4.165, -0.171, 1.097)  -0.006
H (-1.862, -1.175, 1.525)  0.160
H (-1.459, -1.353, -1.097)  0.208
H (-5.476, -2.618, -1.564)  0.280
H (-4.067, -3.372, -2.337)  0.240
H (-5.202, -4.362, -1.385)  0.344
C (-1.307, 0.217, 5.973)  -1.169
C (-1.541, 0.118, 4.475)  -0.186
O (-0.436, 0.635, 3.738)  -0.445
H (-1.137, 1.255, 6.265)  0.278
H (-2.164, -0.168, 6.530)  0.351
H (-0.422, -0.355, 6.265)  0.345
H (-2.416, 0.697, 4.189)  0.272
H (-1.717, -0.920, 4.181)  0.278
H (0.339, 0.111, 3.967)  0.249
C (1.859, 5.784, -2.540)  -0.997
C (2.760, 5.534, -1.344)  -0.254
O (3.483, 4.316, -1.476)  -0.454
H (1.160, 4.957, -2.664)  0.222
H (1.292, 6.708, -2.419)  0.343
H (2.448, 5.859, -3.458)  0.327
H (2.168, 5.441, -0.435)  0.287
H (3.461, 6.366, -1.210)  0.295
H (4.026, 4.373, -2.270)  0.268

Output
Charge: -1
Maximum force, eV/A: 4.26
Electronic energy, hartree: -1351.39025
HOMO-LUMO gap, eV: 6.7